DFT (the ωB97M-V functional and the def2-TZVPD basis) results for a molecular structure, C26H62F2K2NO14S3Zn2 at a distorted geometry.

* E_tot: -225537.6573 eV
* highest occupied orbital energy: -9.73 eV
* molar mass: 955.9 g mol⁻¹
* net charge: +1
* E_LUMO: -6.66 eV
* frontier orbital gap: 0.113 Eh

Atoms and positions in Å:
Zn  2.74707  -1.74715  -1.59591
Zn  0.41035  -0.32807  0.14495
K  0.04344  -4.18215  0.21512
K  4.35528  -0.67772  1.68152
S  3.15079  -2.38950  -5.00859
S  -1.34257  -4.28693  -3.92825
S  -1.90388  2.42358  -0.31501
F  1.94317  -1.73297  0.42027
F  2.27959  -3.67067  -1.77154
O  -2.95021  -4.02818  -4.36626
O  -1.22514  -4.71336  -2.52244
O  4.63588  -1.18546  -1.09426
O  -0.84883  -5.16798  -5.07193
O  -3.00678  2.20103  -1.51909
O  3.08641  -1.89927  -3.65304
O  -2.64598  3.05712  0.68786
O  1.16692  -0.17228  -1.84668
O  4.54887  -1.82732  -5.67437
O  -1.78268  4.05296  5.00172
O  2.06395  -2.24152  -6.00508
O  1.45068  1.06442  1.39891
O  -1.21782  -1.55233  0.41831
O  -1.03357  1.24555  -0.05147
N  -1.74278  2.82453  5.70833
C  -4.22526  0.92913  -2.96136
C  1.07039  0.94965  -2.67197
C  2.47389  1.67163  -2.65038
C  0.62062  3.04174  2.56453
C  -0.66794  -2.63200  -4.16910
C  -0.58319  2.66179  6.71720
C  -1.13663  2.87632  8.09455
C  -0.13107  1.25437  6.70818
C  -2.95079  -0.72902  1.96642
C  4.88123  -2.29170  -7.00372
C  -2.72159  1.73112  5.27195
C  -2.21092  -1.87978  1.33804
C  4.29998  -1.48350  -8.20816
C  -3.77082  1.63336  6.34574
C  1.01293  1.55670  2.64235
C  -3.21496  1.91154  3.89508
C  -2.78391  1.08661  -2.27455
C  3.57751  -4.23248  -4.81740
C  -3.70485  -2.95829  -3.72584
C  -1.11118  0.14309  6.58488
C  6.55171  -0.86849  -2.55068
C  5.56895  -0.23284  -1.65344
C  -4.10169  -3.16634  -2.35395
C  -1.04180  3.85512  -1.21432
C  -1.98863  0.38597  5.34704
C  0.55496  3.68258  6.53015
H  3.03728  2.08491  -1.81378
H  0.19898  0.92595  2.99976
H  -2.34553  1.85438  3.24016
H  -1.04541  -2.31471  -5.14118
H  6.37719  -1.04371  -3.61226
H  1.40304  3.26929  5.98419
H  1.66431  1.34628  3.49059
H  5.02438  0.59912  -2.09996
H  0.40804  4.54026  5.87372
H  -3.54979  -0.20612  1.22085
H  0.59609  1.02127  7.48599
H  5.94974  -2.39932  -7.19025
H  -0.02927  3.75677  -0.82288
H  4.47360  -2.06945  -9.11072
H  -3.56294  1.45793  7.40125
H  -1.07600  3.84075  -2.30368
H  -4.31727  2.57620  6.32219
H  3.24759  1.08387  -3.14438
H  4.47666  -0.41693  -8.34712
H  -2.44299  -0.54927  5.01997
H  -1.68428  3.80082  8.27746
H  -1.30770  0.48800  4.50204
H  1.42434  3.66976  2.18019
H  -3.28874  -2.66182  -1.83178
H  -3.23651  -2.01443  -4.00491
H  -1.65439  0.11483  7.52946
H  -3.88674  -4.18440  -2.02923
H  -2.96956  -2.47901  0.83455
H  0.75486  0.67611  -3.67881
H  6.14611  0.21793  -0.84610
H  -1.80956  2.05435  8.33875
H  4.68618  -3.35039  -7.17470
H  -0.80745  -0.89253  6.43209
H  7.06801  -1.72724  -2.12164
H  0.46284  1.23501  5.79440
H  2.31031  2.47730  -3.36608
H  -3.75618  2.85705  3.86067
H  -0.14486  3.26836  1.82239
H  -4.46566  0.84171  6.06535
H  0.40340  -2.82430  -4.22713
H  -4.52296  1.83444  -3.49040
H  -0.34927  2.87590  8.84832
H  3.23698  -1.57355  -7.98448
H  3.72035  -4.79609  -5.73938
H  -3.85443  1.12936  3.48598
H  -3.55280  -1.07104  2.80826
H  -4.69633  -2.88170  -4.17215
H  -5.03594  -2.75647  -1.97017
H  0.29056  3.47464  3.50886
H  2.73270  -4.72895  -4.33999
H  -1.09370  -2.00352  -3.38690
H  -4.99282  0.70906  -2.21939
H  -1.67343  -2.39367  2.13498
H  1.05616  3.90550  7.47206
H  0.32935  1.65341  -2.29293
H  -1.48200  4.78395  -0.85153
H  -4.20403  0.15611  -3.72953
H  -2.11252  -0.13710  2.33389
H  -1.93292  1.08846  -2.95566
H  7.36020  -0.14223  -2.63435
H  4.31413  -4.22750  -4.01399
H  -2.71804  0.21385  -1.62490